Record 1
Formula: C3H10NO2
Source: the OMol25 dataset
Level of theory: the ωB97M-V functional and the def2-TZVPD basis

Last column: Löwdin charge in e.
CARTESIAN COORDINATES (ANGSTROEM)
O (0.37, 0.93, -1.37)  -0.2545
O (0.98, -0.72, 0.37)  -0.2930
N (-1.11, -0.11, 1.43)  -0.1250
C (-2.04, -0.42, 0.32)  -0.1624
C (0.10, -0.93, 1.42)  -0.4819
C (1.64, 1.17, -1.93)  -0.2500
H (2.10, 2.06, -1.48)  0.0536
H (1.53, 1.33, -3.01)  0.0497
H (0.62, -0.77, 2.38)  0.0771
H (-0.25, -1.98, 1.46)  0.0829
H (2.30, 0.31, -1.77)  0.0624
H (-1.56, -1.19, -0.30)  0.0705
H (-0.82, 0.84, 1.32)  0.0734
H (-3.03, -0.81, 0.59)  0.0459
H (0.61, 0.23, -0.56)  -0.0066
H (-2.13, 0.45, -0.31)  0.0579

Charge: -1
Energy relative to the best compared isomer or geometry (same formula, charge and spin) (eV): 0.885
LUMO level (eV): 4.39
HOMO energy (Ha): -0.126
Kohn-Sham gap (hartree): 0.288

---

Record 2
Formula: C3H10NO2
Source: the OMol25 dataset
Level of theory: the ωB97M-V functional and the def2-TZVPD basis

Last column: Löwdin charge in e.
CARTESIAN COORDINATES (ANGSTROEM)
O (0.64, 0.38, 1.63)  -0.2799
O (1.92, -1.67, 0.88)  -0.1952
N (0.05, 1.73, -0.95)  0.0000
C (-0.39, -0.70, -1.18)  -0.0967
C (-0.75, 0.55, -0.42)  -0.4576
C (-0.58, 0.56, 1.11)  -0.4830
H (-0.35, -0.56, -2.27)  0.0634
H (-1.14, -1.47, -0.98)  0.0658
H (1.42, -2.26, 1.46)  -0.0028
H (1.48, -0.76, 1.16)  -0.0209
H (0.74, 1.30, -1.57)  0.0335
H (0.69, 1.93, -0.17)  0.0452
H (-1.78, 0.88, -0.59)  0.0998
H (0.56, -1.11, -0.83)  0.0509
H (-1.18, 1.46, 1.36)  0.0861
H (-1.33, -0.25, 1.39)  0.0914

Charge: -1
Energy relative to the best compared isomer or geometry (same formula, charge and spin) (eV): 0.323
LUMO level (eV): 4.33
HOMO energy (Ha): -0.130
Kohn-Sham gap (hartree): 0.289

---

Record 3
Formula: C3H10NO2
Source: the OMol25 dataset
Level of theory: the ωB97M-V functional and the def2-TZVPD basis

Last column: Löwdin charge in e.
CARTESIAN COORDINATES (ANGSTROEM)
O (-0.36, 1.83, 1.47)  -0.3925
O (0.77, -2.66, -0.71)  -0.1547
N (0.60, 0.01, -0.14)  -0.1995
C (-1.40, 1.00, 1.14)  -0.4416
C (-0.82, -0.25, 0.13)  -0.2389
C (1.01, 0.59, -1.53)  -0.0906
H (0.64, -1.71, -0.49)  -0.0490
H (0.04, 0.80, -2.12)  0.0794
H (-1.28, -0.46, -0.90)  0.0921
H (-1.95, 0.58, 1.99)  0.0535
H (1.52, 1.46, -1.33)  0.0153
H (0.88, 0.75, 0.52)  0.0512
H (-2.17, 1.44, 0.41)  0.0597
H (1.55, -2.89, -0.11)  0.0504
H (1.59, -0.27, -2.11)  0.0884
H (-1.01, -1.25, 0.60)  0.0768

Charge: -1
Energy relative to the best compared isomer or geometry (same formula, charge and spin) (eV): 2.004
LUMO level (eV): 4.11
HOMO energy (Ha): -0.102
Kohn-Sham gap (hartree): 0.253

---

Record 4
Formula: C3H10NO2
Source: the OMol25 dataset
Level of theory: the ωB97M-V functional and the def2-TZVPD basis

Last column: Löwdin charge in e.
CARTESIAN COORDINATES (ANGSTROEM)
O (1.90, -1.66, 0.02)  -0.0290
O (-0.59, -1.09, -2.05)  -0.0598
N (0.03, 0.05, 0.79)  0.0287
C (0.10, 1.13, -0.17)  -0.1252
C (-0.47, 2.29, 0.08)  0.0906
C (-0.67, 0.00, 1.88)  0.1716
H (1.56, -2.55, -0.10)  0.0828
H (-1.20, -0.36, -2.24)  0.0500
H (0.50, -0.83, 0.47)  0.1008
H (-0.22, 3.16, -0.52)  0.0870
H (0.77, 0.78, -0.93)  0.1165
H (-1.03, 2.62, 0.94)  0.0828
H (2.59, -1.68, -0.66)  0.0916
H (-1.47, -0.72, 2.05)  0.1313
H (-1.12, -1.87, -2.26)  0.0584
H (-0.68, 0.73, 2.69)  0.1219

Charge: +1
Energy relative to the best compared isomer or geometry (same formula, charge and spin) (eV): 3.427
LUMO level (eV): -5.94
HOMO energy (Ha): -0.528
Kohn-Sham gap (hartree): 0.309

---

Record 5
Formula: C3H10NO2
Source: the OMol25 dataset
Level of theory: the ωB97M-V functional and the def2-TZVPD basis

Last column: Löwdin charge in e.
CARTESIAN COORDINATES (ANGSTROEM)
O (-0.08, -1.94, 0.79)  -0.1549
O (1.20, 1.52, 0.54)  0.0460
N (0.60, -0.35, -1.29)  0.1523
C (-0.11, 1.34, 0.13)  -0.1396
C (-0.23, 0.88, -1.29)  -0.1301
C (-0.86, -0.94, 1.50)  0.0278
H (0.10, -2.79, 1.33)  0.1700
H (-0.47, -0.70, 2.41)  0.0464
H (0.18, 1.54, -2.06)  0.1287
H (-0.89, 1.54, 0.71)  0.0645
H (-1.38, 0.71, -1.64)  0.1922
H (1.23, 1.97, 1.35)  0.0981
H (0.39, -1.05, -0.46)  0.1279
H (-1.87, -0.76, 1.23)  0.0695
H (0.71, -1.01, -2.06)  0.1736
H (1.49, 0.04, -1.17)  0.1275

Charge: +1
Energy relative to the best compared isomer or geometry (same formula, charge and spin) (eV): 5.175
LUMO level (spin up / spin down) (eV): -3.59 / -3.60
HOMO energy (spin up / spin down) (Ha): -0.468 / -0.441
Kohn-Sham gap (spin up / spin down) (hartree): 0.336 / 0.309

---

Record 6
Formula: C3H10NO2
Source: the OMol25 dataset
Level of theory: the ωB97M-V functional and the def2-TZVPD basis

Last column: Löwdin charge in e.
CARTESIAN COORDINATES (ANGSTROEM)
O (1.96, 1.83, 0.79)  0.0685
O (-1.20, -0.53, -2.40)  0.1030
N (-0.20, 0.82, -0.54)  0.2109
C (0.05, -1.22, 0.86)  -0.0503
C (-0.90, -0.37, -0.05)  -0.3055
C (-1.38, -1.07, -1.36)  -0.1755
H (1.88, 2.14, 1.62)  0.0294
H (2.75, 1.68, 0.38)  0.0304
H (-0.59, -2.00, 1.31)  0.0872
H (-1.77, -2.07, -1.22)  0.1363
H (1.00, -1.69, 0.32)  0.1319
H (0.09, 0.58, -1.45)  0.1259
H (-1.88, -0.29, 0.77)  0.2352
H (0.62, 1.01, -0.01)  0.0636
H (0.46, -0.42, 1.57)  0.0993
H (-0.89, 1.59, -0.58)  0.2096

Charge: +1
Energy relative to the best compared isomer or geometry (same formula, charge and spin) (eV): 2.234
LUMO level (eV): -3.53
HOMO energy (Ha): -0.547
Kohn-Sham gap (hartree): 0.417

---

Record 7
Formula: C3H10NO3
Source: the OMol25 dataset
Level of theory: the ωB97M-V functional and the def2-TZVPD basis

Last column: Löwdin spin population.
CARTESIAN COORDINATES (ANGSTROEM)
O (1.54, 1.17, 0.93)  1.1306
O (-0.25, 1.65, -0.57)  0.0920
O (-0.80, 0.89, 1.61)  0.1133
N (-0.01, -0.62, 0.06)  0.0219
C (0.99, -0.63, -1.10)  0.0116
C (-1.33, -1.21, -0.22)  0.0187
C (-0.06, 0.90, 0.45)  0.5321
H (1.45, 0.31, -1.15)  0.0043
H (1.69, -1.31, -0.86)  0.0004
H (1.59, 0.90, 1.83)  0.0351
H (0.50, 2.15, -0.83)  0.0278
H (-1.02, 1.73, 1.86)  0.0027
H (-1.78, -1.65, 0.66)  0.0014
H (-2.05, -0.41, -0.50)  0.0003
H (-1.19, -1.93, -1.02)  0.0026
H (0.37, -1.10, 0.84)  0.0041
H (0.36, -0.85, -1.98)  0.0012

Charge: +1
Energy relative to the best compared isomer or geometry (same formula, charge and spin) (eV): 2.440
LUMO level (spin up / spin down) (eV): -3.32 / -8.27
2S+1: 3
HOMO energy (spin up / spin down) (Ha): -0.333 / -0.609
Kohn-Sham gap (spin up / spin down) (hartree): 0.211 / 0.305

---

Record 8
Formula: C3H10NO3
Source: the OMol25 dataset
Level of theory: the ωB97M-V functional and the def2-TZVPD basis

Last column: Löwdin spin population.
CARTESIAN COORDINATES (ANGSTROEM)
O (0.06, 0.35, 0.57)  0.4116
O (-3.69, 0.67, -0.16)  0.0006
O (-1.52, -0.94, -0.27)  0.1913
N (0.55, -1.88, 0.00)  0.7064
C (1.41, 0.80, 0.81)  0.0386
C (-0.27, -0.86, 0.10)  0.5551
C (2.21, 0.86, -0.53)  0.0404
H (1.78, 0.05, -1.08)  0.0045
H (-4.06, 1.49, 0.13)  -0.0001
H (1.76, 0.05, 1.44)  0.0110
H (1.54, -2.06, 0.17)  0.0175
H (1.38, 1.70, 1.32)  0.0006
H (0.07, -2.64, -0.41)  0.0179
H (-2.19, -0.11, -0.27)  0.0024
H (3.27, 0.70, -0.35)  0.0015
H (-4.40, 0.04, -0.42)  -0.0001
H (2.09, 1.78, -1.06)  0.0006

Charge: +1
Energy relative to the best compared isomer or geometry (same formula, charge and spin) (eV): 0.736
LUMO level (spin up / spin down) (eV): -3.08 / -9.32
2S+1: 3
HOMO energy (spin up / spin down) (Ha): -0.354 / -0.548
Kohn-Sham gap (spin up / spin down) (hartree): 0.240 / 0.206

---

Number 1: F_max 1.09 eV/A. Number 2: F_max 2.56 eV/A. Number 3: F_max 5.81 eV/A. Number 4: F_max 2.55 eV/A. Number 5: F_max 3.82 eV/A. Number 6: F_max 5.65 eV/A. Number 7: F_max 8.65 eV/A. Number 8: F_max 5.96 eV/A.